This record from OMol25 describes a molecular structure, C18H42N6O6Tl at a distorted geometry. The level of theory is ωB97M-V with the def2-TZVPD basis set.

Output
E_LUMO (alpha / beta): -0.5651 / -0.5720 hartree
Frontier orbital gap (alpha / beta): 3.12 / 3.00 eV
Total charge: +4
Multiplicity: 2

Cartesian coordinates (Å):
Tl -0.81 -0.42 -0.16
C -0.75 -4.90 -0.74
C 0.43 -4.29 -0.04
O 0.45 -3.10 0.16
N 1.41 -5.09 0.41
C 2.56 -4.67 1.15
H -0.66 -4.83 -1.83
H -1.62 -4.36 -0.38
H -0.82 -5.96 -0.49
H 1.33 -6.07 0.18
H 2.40 -3.73 1.69
H 3.37 -4.58 0.42
H 2.78 -5.50 1.82
C 4.01 -0.95 1.36
C 2.69 -1.02 2.06
O 1.72 -0.55 1.42
N 2.72 -1.40 3.31
C 1.53 -1.50 4.15
H 4.62 -1.83 1.55
H 4.48 -0.01 1.65
H 3.94 -0.76 0.29
H 3.58 -1.72 3.73
H 0.56 -1.38 3.66
H 1.64 -0.77 4.95
H 1.62 -2.53 4.50
C 0.54 3.00 2.95
C -0.28 1.79 3.29
O -0.81 1.14 2.38
N -0.44 1.56 4.60
C -1.31 0.49 5.08
H 0.13 3.99 2.77
H 1.12 2.79 2.05
H 1.28 3.06 3.75
H -0.13 2.14 5.37
H -0.96 0.21 6.07
H -1.40 -0.41 4.47
H -2.30 0.85 5.36
C -2.03 3.05 -3.69
C -1.77 1.56 -3.38
O -0.87 1.23 -2.61
N -2.72 0.70 -3.74
C -3.88 0.92 -4.62
H -1.34 3.28 -4.51
H -1.73 3.51 -2.75
H -3.01 3.44 -3.97
H -2.48 -0.25 -3.49
H -4.52 0.04 -4.56
H -3.60 1.08 -5.66
H -4.49 1.77 -4.31
C -2.65 4.46 0.58
C -3.05 3.14 -0.10
O -2.32 2.16 -0.23
N -4.27 3.20 -0.62
C -5.00 2.06 -1.23
H -3.03 4.55 1.60
H -3.07 5.28 0.01
H -1.56 4.49 0.58
H -4.86 4.02 -0.62
H -5.12 2.38 -2.27
H -5.96 1.80 -0.81
H -4.45 1.12 -1.24
C 3.44 -2.40 -1.98
C 2.83 -1.00 -2.16
O 1.80 -0.69 -1.58
N 3.49 -0.28 -3.09
C 3.19 1.07 -3.38
H 3.54 -2.87 -2.95
H 2.81 -3.02 -1.34
H 4.43 -2.39 -1.52
H 4.46 -0.52 -3.25
H 2.17 1.26 -3.05
H 3.35 1.42 -4.40
H 3.65 1.73 -2.63